(1)
Entry from the Open Molecules 2025 dataset: 3 unconnected molecules or ions with the total composition C2H9NO4 in a non-equilibrium geometry (ωB97M-V/def2-TZVPD).

Structure (XYZ):
```
16
Properties=species:S:1:pos:R:3:forces:R:3:nbo_charge:R:1
N -1.7649 0.1520 -0.9300 0.4 -0.3 0.4 -0.84
C -1.4946 -1.2553 -0.6168 -2.4 0.0 -0.6 -0.36
C -0.1516 -1.7061 -0.1527 -0.2 -2.1 1.1 0.76
O 0.2570 -2.8153 -0.4621 -0.2 0.8 -0.6 -0.61
O 0.4761 -1.0717 0.7984 0.7 1.7 1.7 -0.74
H -1.0003 0.7174 -0.6033 -0.1 0.4 -0.2 0.36
H -1.9537 0.2850 -1.9058 0.3 0.2 -0.3 0.36
H -1.8001 -1.9175 -1.4218 0.5 0.2 -0.7 0.22
H -2.3236 -1.5488 0.0568 1.0 -0.1 0.8 0.21
H 0.2145 -0.1359 1.2905 -0.1 -2.0 -2.7 0.51
O 0.1198 1.2746 1.3441 0.3 1.4 0.4 -0.93
H 0.5217 1.2804 2.2226 -0.1 0.5 0.1 0.49
H 0.7896 1.7457 0.7641 -0.5 -1.0 0.9 0.53
O 2.4104 1.7224 0.1166 0.3 0.3 -1.2 -0.97
H 3.3259 1.5324 0.3664 -0.3 0.0 -0.2 0.50
H 2.3738 1.7407 -0.8670 0.3 -0.1 1.1 0.49
```
Positions in Å, forces in eV/Å.

Values from the calculation:
Energy relative to the best compared isomer or geometry (same formula, charge and spin) in kJ/mol: 141.6
Kohn-Sham gap in eV: 8.798
LUMO in eV: -0.0093
SMILES string: NCC(=O)O.O.O

---

(2)
Entry from the Open Molecules 2025 dataset: a molecular structure, C28H28MnN2P2S3 in a non-equilibrium geometry (ωB97M-V/def2-TZVPD).

Structure (XYZ):
```
64
Properties=species:S:1:pos:R:3:forces:R:3:nbo_charge:R:1
Mn -2.1512 0.1800 0.7367 2.0 -0.1 0.1 0.51
S -1.7621 0.0293 2.9327 -0.4 -0.1 -0.5 -0.20
P 0.1267 0.3252 2.1887 0.2 0.3 -0.6 1.42
C -0.3118 0.2631 0.4863 -1.8 -0.4 0.3 -0.90
P -0.2066 -0.8750 -0.8544 0.0 0.6 0.3 1.45
S -2.1973 -1.3663 -0.9256 -0.1 0.3 0.3 -0.31
C 0.8384 -2.2721 -0.5735 0.2 -0.2 0.0 -0.47
C 0.4262 -3.2861 0.2936 0.1 0.0 0.0 -0.18
C 1.2745 -4.3507 0.5413 0.0 0.0 0.0 -0.14
C 2.5173 -4.4076 -0.0815 0.0 0.0 0.0 -0.16
C 2.9265 -3.4011 -0.9465 0.0 0.0 0.1 -0.20
C 2.0906 -2.3232 -1.1939 0.0 -0.1 0.0 -0.17
C 0.3273 0.0018 -2.3105 0.0 0.0 -0.1 -0.47
C 0.1651 -0.6066 -3.5565 0.0 0.0 0.0 -0.18
C 0.5601 0.0655 -4.7005 0.0 0.0 0.0 -0.20
C 1.1127 1.3399 -4.6020 0.0 0.0 0.0 -0.16
C 1.2778 1.9433 -3.3635 0.0 -0.1 0.0 -0.21
C 0.8843 1.2745 -2.2105 0.0 0.0 0.0 -0.13
C 1.2541 -0.9442 2.6975 0.1 -0.2 0.1 -0.46
C 0.8643 -1.8939 3.6374 0.1 0.0 0.0 -0.16
C 1.7719 -2.8622 4.0437 0.0 0.0 0.0 -0.20
C 3.0471 -2.8848 3.4990 0.0 0.0 0.0 -0.17
C 3.4345 -1.9400 2.5521 -0.1 0.0 0.0 -0.13
C 2.5430 -0.9609 2.1530 0.0 0.0 0.0 -0.20
C 0.7927 1.9212 2.5888 0.0 0.1 0.1 -0.38
C 1.7055 2.0396 3.6368 0.0 0.0 0.0 -0.19
C 2.1815 3.2931 3.9914 0.0 0.0 0.0 -0.18
C 1.7483 4.4177 3.3039 0.0 0.0 0.0 -0.15
C 0.8357 4.3017 2.2601 0.0 0.0 0.0 -0.19
C 0.3526 3.0559 1.9023 0.0 0.0 0.0 -0.20
H -0.5519 -3.2469 0.7579 0.0 0.0 0.0 0.23
H 0.9627 -5.1445 1.2074 0.0 0.0 0.0 0.23
H 3.1691 -5.2525 0.1032 0.0 0.0 0.0 0.24
H 3.8908 -3.4596 -1.4336 0.0 0.0 0.0 0.24
H 2.4060 -1.5420 -1.8738 0.0 0.0 0.0 0.24
H -0.2648 -1.5991 -3.6357 0.0 0.0 0.0 0.23
H 0.4455 -0.4030 -5.6686 0.0 0.0 0.0 0.24
H 1.4219 1.8608 -5.4990 0.0 0.0 0.0 0.24
H 1.7174 2.9295 -3.2941 0.0 0.0 0.0 0.24
H 1.0145 1.7471 -1.2428 0.0 0.0 0.0 0.22
H -0.1345 -1.8754 4.0543 0.0 0.0 0.0 0.24
H 1.4821 -3.5949 4.7853 0.0 0.0 0.0 0.24
H 3.7519 -3.6424 3.8178 0.0 0.0 0.0 0.24
H 4.4338 -1.9635 2.1373 0.0 0.0 0.0 0.23
H 2.8534 -0.2104 1.4334 0.0 0.0 0.0 0.23
H 2.0475 1.1629 4.1720 0.0 0.0 0.0 0.24
H 2.8914 3.3907 4.8012 0.0 0.0 0.0 0.24
H 2.1234 5.3938 3.5823 0.0 0.0 0.0 0.24
H 0.5026 5.1850 1.7314 0.0 0.0 0.0 0.24
H -0.3637 2.9733 1.0929 0.0 -0.1 0.0 0.22
C -6.3400 0.3542 -2.1398 0.0 0.0 0.1 -0.45
N -5.4507 0.7919 -1.0653 0.1 0.0 0.0 -0.54
C -4.2620 1.3458 -1.2551 -0.1 0.0 -0.1 0.39
S -3.3959 1.9385 0.1614 -0.1 -0.1 -0.1 -0.08
N -3.7998 1.4947 -2.4795 0.1 0.1 0.0 -0.54
C -2.5077 2.0556 -2.8825 -0.2 -0.1 0.1 -0.42
H -7.2069 -0.1213 -1.6930 0.0 0.0 0.0 0.26
H -5.8419 -0.3782 -2.7771 0.0 0.0 0.0 0.22
H -6.6774 1.2043 -2.7358 0.0 0.0 0.0 0.23
H -5.7851 0.7762 -0.1154 0.0 0.0 0.0 0.44
H -4.3966 1.1799 -3.2306 0.0 0.0 0.0 0.42
H -1.9109 2.2605 -2.0015 0.0 0.0 0.0 0.23
H -2.6685 2.9790 -3.4340 0.0 0.0 0.0 0.23
H -1.9857 1.3329 -3.5070 0.0 0.0 0.0 0.23
```
Positions in Å, forces in eV/Å.

Values from the calculation:
Kohn-Sham gap (spin up / spin down) in eV: 6.905 / 6.923
Expectation value of S²: 0.832
LUMO (spin up / spin down) in eV: -7.4948 / -7.6275
Charge: +2
2S+1: 2

---

(3)
Entry from the Open Molecules 2025 dataset: 3 unconnected molecules or ions with the total composition C30H57N4O12P2S in a non-equilibrium geometry (ωB97M-V/def2-TZVPD).

Structure (XYZ):
```
106
Properties=species:S:1:pos:R:3:forces:R:3:lowdin_charge:R:1
C 2.4273 -4.4354 3.7075 -0.1 0.1 0.1 -0.07
C 1.1551 -3.6433 3.3723 0.0 -1.3 -0.2 -0.41
C -0.0018 -4.6590 3.1607 -0.2 0.9 0.4 -0.05
C 1.3946 -2.7696 2.1460 0.1 1.0 0.6 -0.10
C 0.2375 -1.8834 1.7593 0.1 -0.5 0.0 -0.12
C -0.8053 -1.6144 2.6260 -0.1 0.2 -0.3 0.08
C -1.8331 -0.7641 2.2482 0.4 0.3 0.6 -0.04
C -2.9074 -0.5119 3.2795 -1.3 -0.3 0.0 -0.44
O -3.9761 -1.0495 3.1413 0.6 0.1 0.1 0.16
O -2.6612 0.2433 4.3594 0.5 -0.1 -1.0 0.06
C -1.5483 1.1820 4.2877 0.6 0.8 1.2 -0.24
N -1.3385 1.7571 5.5926 -0.3 -0.8 -0.5 0.05
C -1.8401 -0.1694 0.9849 -0.3 0.1 0.1 -0.14
C -2.9086 0.7911 0.4998 0.5 -0.6 -0.1 -0.16
C -4.3099 0.1992 0.4021 -1.0 0.6 -0.4 -0.43
S -4.3352 -1.3830 -0.4952 0.1 -0.4 0.1 1.01
C -5.8087 -2.1063 0.1296 -0.3 0.8 0.1 -0.68
N -6.9476 -1.5337 0.3667 0.7 -0.1 -0.3 0.07
N -7.7496 -2.5270 0.8772 -1.0 -0.1 0.5 0.06
C -7.0709 -3.6098 0.9174 0.2 0.8 -0.3 -0.16
O -5.8135 -3.4053 0.4481 0.6 -0.9 0.1 0.03
C -0.7807 -0.4737 0.1666 -0.4 0.2 0.2 0.06
N 0.2172 -1.2908 0.5466 0.0 -0.2 -0.5 0.02
C 1.3167 -1.5089 -0.4153 0.8 0.0 -0.1 -0.10
C 2.6000 -0.7520 -0.0021 -0.5 0.2 -0.5 -0.14
C 3.1259 0.0819 -1.1862 0.1 -0.7 0.9 -0.26
O 4.0376 1.0641 -0.7590 -0.1 0.2 -0.2 -0.04
H 3.3225 -3.8122 3.7093 0.0 0.0 0.0 0.08
H 2.2945 -4.8735 4.6967 0.2 0.0 0.0 0.09
H 2.5704 -5.2714 3.0211 0.0 0.1 -0.2 0.09
H 0.9175 -3.0526 4.2591 0.1 0.3 -0.2 0.13
H 0.2333 -5.6105 3.6293 0.0 -0.1 -0.2 0.08
H -0.2547 -4.7749 2.1065 0.1 -0.3 0.0 0.09
H -0.8955 -4.2841 3.6638 -0.2 -0.2 -0.1 0.07
H 1.7721 -3.3430 1.3007 -0.2 -0.2 0.0 0.13
H 2.1950 -2.0654 2.4117 0.1 -0.1 -0.2 0.14
H -0.8082 -2.0565 3.6092 0.0 0.0 0.0 0.13
H -1.7738 1.9979 3.6005 -0.2 -0.3 -0.3 0.13
H -0.6177 0.6800 4.0271 -0.1 -0.1 -0.4 0.12
H -2.2578 1.9198 5.9928 0.1 0.3 0.2 0.09
H -0.8986 1.0383 6.1568 0.0 0.2 0.3 0.08
H -2.8909 1.6710 1.1455 -0.3 0.1 -0.1 0.14
H -2.6103 1.1115 -0.5003 0.0 0.2 0.1 0.12
H -4.9033 0.8888 -0.1991 0.0 0.1 0.1 0.06
H -4.8359 0.0986 1.3452 0.2 -0.2 0.1 0.07
H -7.3750 -4.5757 1.2755 0.1 -0.1 -0.1 0.14
H -0.7304 -0.0349 -0.8196 0.2 -0.1 -0.1 0.16
H 1.4983 -2.5742 -0.5318 -0.1 0.0 0.1 0.13
H 1.0095 -1.1581 -1.3981 -0.4 0.1 0.1 0.13
H 3.3596 -1.4509 0.3436 0.1 0.2 0.2 0.12
H 2.3314 -0.0384 0.7827 0.1 -0.1 0.2 0.13
H 2.2562 0.5536 -1.6507 0.2 0.2 -0.3 0.12
H 3.6251 -0.6117 -1.8691 -0.1 0.2 -0.3 0.13
H 4.2550 0.9299 0.1670 0.2 -0.1 0.0 0.08
O 6.9641 -1.5076 0.5763 -0.2 3.4 1.3 -0.23
P 8.3703 -1.1748 0.2040 2.0 -6.1 -2.8 0.55
O 8.3610 -1.6122 -1.3769 0.0 0.4 0.2 -0.22
C 7.5110 -0.9181 -2.2882 -0.1 0.0 -0.2 -0.28
C 7.9570 0.5123 -2.5303 0.0 0.0 0.2 -0.07
O 9.1729 -2.4206 0.8808 0.1 0.6 0.1 -0.22
C 8.7152 -3.0330 2.0899 -0.2 -0.3 0.0 -0.28
C 8.0647 -4.3680 1.7927 0.1 -0.1 -0.1 -0.07
O 9.6703 -0.2565 0.0710 -1.9 1.9 1.2 -0.21
C 11.0182 -0.7292 -0.1343 1.0 0.2 0.1 -0.24
C 11.2957 -1.2374 -1.5295 -0.3 -0.3 -0.1 -0.07
H 6.4794 -0.9409 -1.9230 0.0 0.0 0.1 0.09
H 7.5430 -1.4783 -3.2228 0.1 -0.1 0.1 0.12
H 7.8795 1.1101 -1.6183 -0.1 0.0 0.0 0.07
H 7.3395 0.9798 -3.2977 0.0 0.0 0.0 0.08
H 8.9978 0.5454 -2.8494 0.0 0.0 -0.1 0.07
H 8.0298 -2.3756 2.6245 -0.1 0.0 -0.1 0.10
H 9.5900 -3.1768 2.7262 0.1 0.1 -0.1 0.12
H 7.3145 -4.2719 1.0082 -0.1 0.1 0.1 0.07
H 7.5921 -4.7782 2.6866 0.0 0.0 0.0 0.08
H 8.8097 -5.0809 1.4377 0.0 0.0 0.0 0.08
H 11.2957 -1.4618 0.6187 -0.3 -0.1 0.0 0.11
H 11.6435 0.1443 0.0531 -0.2 0.1 0.0 0.12
H 10.8343 -2.2078 -1.7030 0.0 0.0 0.0 0.08
H 12.3727 -1.3517 -1.6598 0.0 0.1 0.1 0.09
H 10.9226 -0.5457 -2.2829 0.1 0.0 0.0 0.07
O -5.3301 3.8389 -2.1446 1.7 0.0 -2.4 -0.23
P -6.4195 4.1126 -3.1075 -4.7 -0.2 3.2 0.49
O -7.0257 5.5683 -2.7660 0.4 -0.2 -0.4 -0.19
C -6.1771 6.7195 -2.8435 0.2 0.3 0.0 -0.27
C -5.7821 7.0542 -4.2694 0.0 -0.2 -0.1 -0.08
O -7.6273 3.1693 -2.5449 0.2 0.3 -0.4 -0.22
C -7.3396 2.0149 -1.7586 0.0 -0.1 0.4 -0.29
C -7.6432 2.2749 -0.2993 -0.1 0.1 0.2 -0.07
O -6.8233 3.9691 -4.6343 2.4 0.0 -0.1 -0.19
C -8.1595 3.7532 -5.1269 -0.5 -0.2 -0.8 -0.24
C -9.0497 4.9708 -5.0450 0.0 0.1 0.4 -0.07
H -5.2910 6.5670 -2.2224 0.0 -0.1 0.0 0.11
H -6.7427 7.5446 -2.4130 -0.1 -0.1 0.0 0.12
H -5.1656 6.2635 -4.7047 0.0 0.1 0.0 0.07
H -5.2149 7.9847 -4.2987 0.0 0.0 0.0 0.08
H -6.6630 7.1604 -4.9013 0.0 0.1 0.0 0.07
H -6.3016 1.7070 -1.8914 0.0 0.1 0.0 0.09
H -7.9688 1.2016 -2.1246 0.0 0.1 -0.1 0.12
H -7.1878 3.1988 0.0595 0.2 0.0 -0.2 0.08
H -7.2824 1.4474 0.3146 -0.2 -0.1 0.0 0.05
H -8.7187 2.3840 -0.1571 0.0 -0.1 0.1 0.08
H -8.6189 2.8902 -4.6528 0.2 0.1 0.3 0.11
H -8.0253 3.4832 -6.1750 0.3 0.1 0.0 0.12
H -9.3586 5.1727 -4.0203 0.0 0.0 0.0 0.08
H -9.9495 4.7990 -5.6367 0.1 -0.1 -0.1 0.09
H -8.5424 5.8556 -5.4271 0.0 0.0 -0.1 0.07
```
Positions in Å, forces in eV/Å.

Values from the calculation:
Energy relative to the best compared isomer or geometry (same formula, charge and spin) in kJ/mol: 0.0
Kohn-Sham gap in eV: 7.399
LUMO in eV: -4.0001
Charge: +1

---

(4)
Entry from the Open Molecules 2025 dataset: 10 unconnected molecules or ions with the total composition H20O10 in a non-equilibrium geometry (ωB97M-V/def2-TZVPD).

Structure (XYZ):
```
30
Properties=species:S:1:pos:R:3:forces:R:3:nbo_charge:R:1
O 3.3222 -0.6532 0.2979 0.0 -0.2 0.0 -0.92
H 4.1626 -0.1951 0.3097 0.4 0.0 0.0 0.47
H 3.1118 -0.7447 -0.6314 0.0 -0.2 -0.1 0.46
O -2.9507 -0.6499 -2.7827 -0.1 -1.1 -0.8 -0.96
H -3.7773 -0.1723 -2.8526 -0.2 0.0 0.0 0.46
H -2.3835 -0.0740 -2.2700 -0.5 -0.1 0.0 0.47
O 0.6630 -0.6842 2.8996 0.2 -0.3 0.4 -0.95
H 0.8254 0.0077 3.5408 0.1 0.2 0.1 0.46
H -0.0483 -0.3454 2.3560 -0.1 0.1 -0.4 0.48
O -0.1619 -0.0459 0.3286 -0.2 0.5 0.1 -0.97
H -0.7408 0.1106 -0.4175 -0.3 -0.1 0.1 0.47
H 0.5412 -0.5917 -0.0236 0.3 -0.2 0.1 0.49
O -3.6715 -0.4645 0.4969 -0.3 0.0 -0.1 -0.93
H -3.1976 0.3025 0.1754 0.2 0.1 -0.1 0.46
H -3.4335 -0.5232 1.4222 0.1 -0.1 0.3 0.47
O -1.9005 1.2310 -1.5429 0.6 0.9 0.6 -0.95
H -2.2694 2.1010 -1.3905 -0.3 0.3 0.1 0.50
H -1.0713 1.3970 -1.9913 0.4 0.2 -0.2 0.49
O 0.0717 3.1055 1.2967 -0.1 0.2 0.1 -0.92
H -0.3655 3.9156 1.0344 -0.1 0.3 0.0 0.45
H -0.1857 2.4675 0.6311 0.2 -0.5 0.0 0.47
O 2.7556 1.6438 1.6752 0.0 0.5 0.4 -0.95
H 2.7708 0.7332 1.3808 -0.3 -0.5 -0.1 0.49
H 3.4467 2.0712 1.1692 0.1 0.2 0.0 0.45
O 0.7477 -3.0654 0.8214 0.1 0.0 0.2 -0.93
H 0.4517 -2.6145 0.0307 -0.1 0.0 -0.2 0.46
H 0.4513 -3.9685 0.7078 -0.1 -0.2 0.0 0.46
O 0.9479 -1.5769 -1.8616 0.1 0.1 0.2 -0.96
H 1.5911 -0.9924 -2.2627 0.2 0.1 -0.2 0.47
H 0.2970 -1.7247 -2.5478 -0.3 -0.2 -0.2 0.49
```
Positions in Å, forces in eV/Å.

Values from the calculation:
Energy relative to the best compared isomer or geometry (same formula, charge and spin) in kJ/mol: 374.0
Kohn-Sham gap in eV: 9.528
LUMO in eV: -0.5859
SMILES string: O.O.O.O.O.O.O.O.O.O

---

no.,energy (Eh)
1,-437.29347
2,-4221.04501
3,-3379.95749
4,-764.33947